Entry 1:
C23H18F6N4O3S | ωB97M-V/def2-TZVPD

Calculated values
* highest occupied orbital energy: -8.45 eV
* structure (SMILES): FC(F)(F)COc1cc(-c2nnc(SCc3ccccc3)n2Cc2ccco2)cc(OCC(F)(F)F)n1
* calculated total energy: -2329.4145 a.u.

Structure (ORCA input):
```
! RIJCOSX wB97M-V def2-TZVPD def2/J DEFGRID3
* xyz 0 1
F 4.76467 0.51806 1.80088
C 5.47788 1.51015 1.26444
F 6.76749 1.27125 1.53127
F 5.14707 2.62404 1.93396
C 5.24150 1.65982 -0.24217
O 3.87415 1.84880 -0.50028
C 3.10878 0.74779 -0.70126
N 3.69584 -0.42113 -0.91319
C 2.91763 -1.47093 -1.13950
C 1.53239 -1.41560 -1.14684
C 0.92578 -0.18235 -0.91546
C 1.73147 0.93248 -0.70101
H 1.34463 1.92677 -0.56825
C -0.52372 -0.12466 -0.94225
N -1.25407 -0.89975 -1.70442
N -2.54041 -0.62122 -1.50096
C -2.60037 0.31970 -0.59259
N -1.34602 0.68771 -0.19557
C -1.04809 1.65662 0.83566
C -1.15434 3.05841 0.32674
C -2.19651 3.93790 0.33179
C -1.72870 5.10781 -0.31486
C -0.44112 4.85169 -0.66616
O -0.08371 3.61481 -0.28475
H 0.30007 5.44036 -1.16864
H -2.27851 6.00901 -0.48968
H -3.16996 3.76944 0.74306
H -1.77917 1.52033 1.63946
H -0.04243 1.45831 1.21337
S -4.03735 1.02643 0.05907
C -5.26479 -0.18947 -0.57309
C -5.28393 -1.41320 0.28099
C -4.57509 -2.54668 -0.09874
C -4.57566 -3.66938 0.71035
C -5.27969 -3.66990 1.90261
C -5.98369 -2.54099 2.28795
C -5.98363 -1.41707 1.48262
H -6.52709 -0.53298 1.78552
H -6.53286 -2.53580 3.21803
H -5.27885 -4.54728 2.53238
H -4.02274 -4.54639 0.40816
H -4.01732 -2.53759 -1.02301
H -4.96977 -0.40520 -1.59757
H -6.21384 0.34478 -0.54398
H 0.94694 -2.29791 -1.33194
O 3.50318 -2.66895 -1.38297
C 4.90156 -2.71078 -1.38823
H 5.32366 -1.91536 -2.01450
C 5.50514 -2.57509 0.02572
F 6.20786 -1.44179 0.16778
F 4.58534 -2.60012 0.98453
F 6.36562 -3.57413 0.28015
H 5.17188 -3.69296 -1.78424
H 5.76650 2.55665 -0.58039
H 5.62638 0.76554 -0.73999
*
```

=====

Entry 2:
C4H8N2O | ωB97M-V/def2-TZVPD

Calculated values
* highest occupied orbital energy: -8.69 eV
* energy relative to the best compared isomer or geometry (same formula, charge and spin): 3.621 eV
* structure (SMILES): NN=C=CCCO
* calculated total energy: -341.8706 a.u.

Structure (ORCA input):
```
! RIJCOSX wB97M-V def2-TZVPD def2/J DEFGRID3
* xyz 0 1
N -3.48146 -0.37087 0.22984
C -0.14265 0.11395 0.57071
C 0.81293 -0.49895 -0.42182
C 2.15449 0.21635 -0.42736
O 2.72644 0.07049 0.85941
C -1.38227 0.41095 0.28480
N -2.54276 0.72049 -0.00161
H -3.78383 -0.63181 -0.70614
H -4.29957 0.08594 0.62579
H 0.20848 0.30422 1.58161
H 0.38470 -0.47169 -1.43081
H 0.98230 -1.55162 -0.16118
H 1.99907 1.27741 -0.67780
H 2.80303 -0.22762 -1.19774
H 3.56109 0.55277 0.87230
*
```

=====

Entry 3:
C23H23N2 | ωB97M-V/def2-TZVPD

Calculated values
* highest occupied orbital energy: -10.18 eV
* energy relative to the best compared isomer or geometry (same formula, charge and spin): 3.118 eV
* structure (SMILES): CC[n+]1ccc(/C=C2\C=Cc3ccccc3N2C)c2ccc(C)cc21
* calculated total energy: -999.4210 a.u.

Structure (ORCA input):
```
! RIJCOSX wB97M-V def2-TZVPD def2/J DEFGRID3
* xyz 1 1
C 1.20013 -1.20136 1.95333
C 1.78931 -2.11353 2.87903
C -0.51024 -0.50455 0.42534
C -0.16106 -1.32358 1.49035
C 0.91767 -5.48487 4.42899
C -0.46702 -5.55530 4.06166
C 1.55254 -4.38039 4.08643
C -1.10040 -4.43490 3.37245
C -2.47556 2.77529 -1.17092
C 1.57702 0.11431 -1.04873
C 1.00548 -3.23623 3.35920
C -0.34861 -3.30103 3.00311
C -1.87674 3.56834 -2.19801
C -1.71600 1.80654 -0.55525
C 0.33760 0.36150 -0.45869
C -0.55758 3.29856 -2.67304
C 2.23174 1.03126 -1.96715
C -0.34383 1.56130 -1.01515
C 0.22291 2.30870 -2.09263
N -0.97703 -2.18257 2.28411
N 1.50392 2.00556 -2.45682
C -2.68024 4.64349 -2.80365
C -1.98870 -1.44424 2.96282
C 1.90797 2.06719 -4.93577
C 2.21350 2.62768 -3.56954
H 1.89684 -0.39818 1.68625
H 2.69389 -1.84075 3.48879
H -1.56490 -0.62758 0.21344
H 1.53583 -6.32637 4.70143
H -1.05416 -6.38904 4.33476
H 2.64522 -4.35228 4.15856
H -2.14765 -4.48631 3.14410
H -3.53039 3.00500 -0.85589
H 2.12692 -0.76868 -0.79238
H -2.23804 1.40336 0.37313
H -0.15649 3.89199 -3.51418
H 3.12740 0.59156 -2.29932
H -3.66607 4.23303 -3.04175
H -2.80825 5.59355 -2.15714
H -2.21144 4.98060 -3.74746
H -1.54097 -0.74093 3.66758
H -2.60645 -2.11227 3.58480
H -2.64158 -0.75472 2.24427
H 2.69575 2.45684 -5.66654
H 1.86760 0.99185 -4.86023
H 0.98829 2.41635 -5.30574
H 3.30120 2.50936 -3.32656
H 2.03064 3.71645 -3.39140
*
```

=====

Entry 4:
C5H8O | ωB97M-V/def2-TZVPD

Calculated values
* highest occupied orbital energy: -9.52 eV
* energy relative to the best compared isomer or geometry (same formula, charge and spin): 2.523 eV
* structure (SMILES): C=CCCC=O
* calculated total energy: -270.4652 a.u.

Structure (ORCA input):
```
! RIJCOSX wB97M-V def2-TZVPD def2/J DEFGRID3
* xyz 0 1
O 2.09182 -1.57332 -0.59101
C 1.68126 -0.56064 -0.03380
C 0.48793 0.24396 -0.47972
C -0.23597 1.03627 0.66727
C -1.68223 0.90583 0.52214
C -2.25406 -0.08482 -0.16835
H 1.90934 -0.52521 1.09309
H 0.90281 0.92465 -1.29014
H -0.09294 -0.50439 -0.94132
H 0.04085 0.78478 1.74087
H 0.09116 2.15241 0.76717
H -2.40104 1.69031 0.82018
H -3.34380 -0.02340 -0.35791
H -1.82252 -1.15617 -0.14912
*
```

=====

Entry 5:
C3H7NO | ωB97M-V/def2-TZVPD

Calculated values
* highest occupied orbital energy: -9.90 eV
* energy relative to the best compared isomer or geometry (same formula, charge and spin): 3.212 eV
* structure (SMILES): [H]/N=C(\C)OC
* calculated total energy: -248.4085 a.u.

Structure (ORCA input):
```
! RIJCOSX wB97M-V def2-TZVPD def2/J DEFGRID3
* xyz 0 1
C 1.80852 0.04212 0.31717
O 0.60251 -0.68887 0.36698
C -0.59625 0.07125 0.65277
C -1.45424 -0.46404 -0.42539
N -0.50922 1.00578 1.48454
H 1.82612 0.73527 -0.53956
H 1.86560 0.60178 1.24483
H 2.62314 -0.68048 0.21959
H -0.30378 -0.70200 -0.85638
H -2.33214 0.15848 -0.70785
H -1.77942 -1.49248 -0.25861
H -1.38475 1.46975 1.70347
*
```

=====

Entry 6:
C13H14N3OS | ωB97M-V/def2-TZVPD

Calculated values
* highest occupied orbital energy: -12.32 eV
* energy relative to the best compared isomer or geometry (same formula, charge and spin): 0.000 eV
* structure (SMILES): CCc1cc2c([NH2+]Cc3ccco3)ncnc2s1
* calculated total energy: -1141.2334 a.u.

Structure (ORCA input):
```
! RIJCOSX wB97M-V def2-TZVPD def2/J DEFGRID3
* xyz 1 1
C -3.58528 -1.18107 -0.32944
H -4.41600 -1.82825 -0.06536
H -3.90916 -0.50955 -1.12041
H -2.76934 -1.79576 -0.70267
C -3.13892 -0.38530 0.90091
C -2.00146 0.50864 0.56811
C -0.70417 0.37129 0.95173
C 0.13316 1.37494 0.40845
C 1.48840 1.66236 0.44036
N 2.03613 2.69164 -0.15937
C 1.23946 3.49874 -0.85608
N -0.05379 3.33249 -1.01109
C -0.60196 2.30410 -0.40137
S -2.26853 1.88489 -0.47825
H 1.70033 4.34708 -1.33690
N 2.46955 0.78295 1.11193
H 2.04708 0.33881 1.93549
H 3.25561 1.38331 1.39621
C 2.99072 -0.28296 0.16974
C 1.89213 -1.15707 -0.31077
C 1.38585 -2.33727 0.15976
C 0.31825 -2.67807 -0.70230
C 0.25136 -1.68040 -1.62742
O 1.19240 -0.75677 -1.39981
H -0.39240 -1.52812 -2.47073
H -0.30085 -3.54824 -0.64205
H 1.73860 -2.90284 0.99798
H 3.74267 -0.86838 0.69956
H 3.44697 0.23917 -0.67430
H -0.36832 -0.42349 1.59415
H -2.83944 -1.07024 1.69574
H -3.97909 0.21339 1.25820
*
```